Computed, not measured: a cluster of 6 separate species, C19H41ClN3O7S in total at a distorted geometry, with the ωB97M-V functional and the def2-TZVPD basis.

Values from the calculation:
* HOMO energy: -2.3 eV
* HOMO-LUMO gap: 4.43 eV
* total charge: -1
* electronic energy: -62527.18458 eV

Each line ends with the Mulliken charge.
Cartesian coordinates (Å):
N (1.51, -0.07, 0.61)  -0.40
C (1.20, 0.16, -0.80)  0.29
N (0.43, -0.98, -1.24)  -0.32
N (2.45, 0.23, -1.60)  -0.75
C (0.46, 1.49, -1.01)  -1.12
C (-0.88, 1.58, -0.29)  -0.40
Cl (-1.40, 3.36, -0.57)  -0.38
C (-1.99, 0.77, -0.95)  -0.55
S (-2.58, -0.65, 0.06)  0.90
O (-2.37, -1.95, -0.57)  -0.64
O (-2.15, -0.52, 1.45)  -0.60
H (2.18, 0.64, 0.89)  0.28
H (0.64, 0.08, 1.13)  0.30
H (0.93, -1.83, -1.01)  0.16
H (0.32, -0.96, -2.24)  0.28
H (3.10, -0.44, -1.22)  0.34
H (2.81, 1.17, -1.46)  0.29
H (0.43, 1.74, -2.09)  0.27
H (1.11, 2.25, -0.55)  0.19
H (-2.85, 1.40, -1.11)  0.73
H (-1.69, 0.37, -1.93)  0.19
H (-3.94, -0.47, 0.08)  0.01
C (-6.04, 0.15, -4.17)  -0.98
C (-5.49, 0.85, -2.97)  0.77
O (-4.30, 0.85, -2.72)  -0.46
C (-6.47, 1.56, -2.07)  -1.17
H (-5.22, -0.32, -4.72)  0.13
H (-6.74, -0.62, -3.86)  0.34
H (-6.54, 0.86, -4.83)  0.39
H (-7.20, 0.85, -1.67)  0.32
H (-7.00, 2.34, -2.63)  0.37
H (-5.94, 2.02, -1.24)  0.29
C (5.31, -1.60, 2.31)  -1.08
C (4.44, -2.00, 1.15)  0.91
O (4.51, -1.44, 0.08)  -0.59
C (3.47, -3.13, 1.38)  -1.21
H (5.95, -0.77, 2.01)  0.32
H (4.68, -1.28, 3.15)  0.29
H (5.93, -2.43, 2.63)  0.33
H (2.78, -2.87, 2.17)  0.29
H (4.02, -4.04, 1.65)  0.42
H (2.91, -3.32, 0.47)  0.27
C (7.65, -1.06, 6.48)  -1.15
C (6.49, -1.89, 5.98)  0.87
O (6.55, -2.50, 4.94)  -0.52
C (5.24, -1.91, 6.83)  -1.14
H (8.47, -1.13, 5.77)  0.30
H (7.35, -0.02, 6.57)  0.32
H (7.98, -1.43, 7.45)  0.34
H (4.85, -0.89, 6.94)  0.32
H (5.47, -2.31, 7.82)  0.38
H (4.49, -2.53, 6.36)  0.29
C (1.85, 7.78, 0.51)  -1.08
C (2.03, 6.30, 0.77)  0.75
O (3.13, 5.84, 1.02)  -0.58
C (0.80, 5.44, 0.71)  -0.86
H (2.81, 8.28, 0.58)  0.30
H (1.45, 7.93, -0.50)  0.30
H (1.17, 8.21, 1.24)  0.30
H (0.35, 5.50, -0.28)  0.32
H (0.07, 5.78, 1.45)  0.36
H (1.06, 4.41, 0.91)  0.18
C (-6.58, -5.06, -3.47)  -1.14
C (-6.27, -3.75, -4.14)  0.82
O (-6.78, -2.72, -3.77)  -0.54
C (-5.28, -3.78, -5.28)  -1.03
H (-7.29, -4.90, -2.67)  0.30
H (-7.00, -5.76, -4.20)  0.33
H (-5.67, -5.49, -3.05)  0.33
H (-5.66, -4.42, -6.08)  0.33
H (-4.32, -4.15, -4.93)  0.32
H (-5.15, -2.77, -5.67)  0.22